{"formula": "C5H11O2", "method": "wB97M-V/def2-TZVPD", "symbols": ["C", "C", "C", "H", "H", "H", "H", "H", "H", "H", "H", "C", "C", "O", "O", "H", "H", "H"], "positions_angstrom": [[-0.564573, -0.588213, -1.422111], [0.207509, 0.736742, -1.250248], [-2.082566, -0.307543, -1.506447], [-0.345695, -1.045081, -2.384149], [-0.353778, -1.190608, -0.598091], [0.124155, 1.419844, -2.092018], [-2.494305, -0.603676, -0.529133], [-2.426746, 0.733242, -1.485831], [1.246160, 0.447268, -1.094621], [-0.196720, 1.135133, -0.323176], [-2.721180, -0.792139, -2.246119], [1.426170, 0.688694, 2.146747], [1.372966, -0.863455, 2.124710], [0.196575, -1.320451, 2.141261], [2.444004, -1.493416, 2.064234], [1.151159, 1.015088, 3.142155], [0.611685, 1.014464, 1.509919], [2.405180, 1.014108, 1.802919]], "forces_ev_per_a": [[-1.4, 2.2, -2.6], [-0.1, -1.5, 0.3], [-1.1, 0.1, 2.0], [0.7, -0.4, 0.1], [0.4, -1.3, 1.2], [-0.2, 0.1, 0.0], [-0.1, -0.3, -0.2], [0.7, 0.3, -0.5], [0.2, 0.5, 0.1], [0.3, 0.6, -0.1], [0.5, -0.3, -0.3], [-0.1, -0.8, -0.2], [-0.8, -0.1, -0.2], [0.2, 0.0, 0.0], [0.3, 0.0, 0.1], [0.3, 0.2, 0.3], [0.1, 0.3, -0.2], [0.0, 0.4, 0.2]], "nbo_charge": [-0.399, -0.601, -0.631, 0.176, 0.244, 0.183, 0.216, 0.192, 0.215, 0.209, 0.193, -0.745, 0.761, -0.819, -0.782, 0.199, 0.197, 0.194], "e_above_lowest_kcal_mol": 14.0, "energy_ha": -347.6274, "charge": -1, "lumo_ev": 3.8, "orbital_gap_ev": 7.6505}